(1)
Entry from OMol25: a cluster of 2 separate species, CH3O2S in total in a non-equilibrium geometry (ωB97M-V/def2-TZVPD).

```
! RIJCOSX wB97M-V def2-TZVPD def2/J DEFGRID3
* xyz -1 1
S 1.736 0.494 1.230
H 2.104 1.349 2.187
O -2.194 -0.377 -1.617
C -1.109 -0.122 -1.179
O -0.602 -0.712 -0.107
H -0.325 0.571 -1.558
H 0.167 -0.212 0.318
*
```

## Properties
E_LUMO   4.1 eV
Energy relative to the best compared isomer or geometry (same formula, charge and spin)   32.69 kJ/mol
Kohn-Sham gap   0.27772 Eh

(2)
Entry from OMol25: the ion CH3O2S with charge -1 in a non-equilibrium geometry (ωB97M-V/def2-TZVPD).

```
! RIJCOSX wB97M-V def2-TZVPD def2/J DEFGRID3
* xyz -1 1
C 0.329 0.722 -0.049
O 0.489 -1.892 0.588
O -1.686 -0.998 -0.220
S -0.208 -1.053 -0.504
H 0.490 1.183 -1.039
H 1.007 0.552 0.830
H -0.420 1.487 0.396
*
```

## Properties
E_LUMO   4.3 eV
Energy relative to the best compared isomer or geometry (same formula, charge and spin)   185.38 kJ/mol
Kohn-Sham gap   0.26935 Eh

(3)
Entry from OMol25: the ion CH3O2S with charge -1 in a non-equilibrium geometry (ωB97M-V/def2-TZVPD).

```
! RIJCOSX wB97M-V def2-TZVPD def2/J DEFGRID3
* xyz -1 1
C -0.437 -0.028 0.810
O -1.206 -1.938 -0.583
O -2.108 0.259 -1.165
S -1.005 -0.505 -0.614
H -0.611 1.048 0.806
H 0.648 -0.204 0.895
H 0.144 -0.486 -1.518
*
```

## Properties
E_LUMO   4.2 eV
Energy relative to the best compared isomer or geometry (same formula, charge and spin)   301.11 kJ/mol
Kohn-Sham gap   0.27177 Eh
SMILES string   C=[S@@H](=O)[O-]

(4)
Entry from OMol25: a cluster of 2 separate species, CH3O2S2 in total in a non-equilibrium geometry (ωB97M-V/def2-TZVPD).

```
! RIJCOSX wB97M-V def2-TZVPD def2/J DEFGRID3
* xyz -1 1
C 0.023 0.039 0.182
O -1.534 1.437 1.847
O 1.128 2.947 0.796
S 0.573 -0.096 3.051
S -0.156 1.101 1.731
H -0.943 -0.339 -0.096
H 0.643 0.686 -0.601
H 0.613 -0.814 0.320
*
```

## Properties
E_LUMO (alpha / beta)   3.0 / 3.0 eV
Energy relative to the best compared isomer or geometry (same formula, charge and spin)   536.62 kJ/mol
Kohn-Sham gap (alpha / beta)   0.26780 / 0.26795 Eh

(5)
Entry from OMol25: a cluster of 2 separate species, CH3O3 in total in a non-equilibrium geometry (ωB97M-V/def2-TZVPD).

```
! RIJCOSX wB97M-V def2-TZVPD def2/J DEFGRID3
* xyz -1 1
O -1.501 -1.088 -1.042
H -2.295 -0.517 -1.146
H -0.884 -0.557 -0.488
O 0.049 0.114 0.410
O 2.076 -0.030 1.361
C 1.187 0.514 0.621
H 1.368 1.564 0.284
*
```

## Properties
E_LUMO   4.5 eV
Energy relative to the best compared isomer or geometry (same formula, charge and spin)   42.13 kJ/mol
Kohn-Sham gap   0.32296 Eh

(6)
Entry from OMol25: a cluster of 2 separate species, CH3O3 in total in a non-equilibrium geometry (ωB97M-V/def2-TZVPD).

```
! RIJCOSX wB97M-V def2-TZVPD def2/J DEFGRID3
* xyz -1 1
O 0.572 -0.367 2.651
H 0.332 -0.552 1.715
H 1.121 0.448 2.609
O -1.180 0.126 -2.758
O -0.107 -0.877 -1.158
C -0.446 0.116 -1.777
H -0.292 1.106 -1.282
*
```

## Properties
E_LUMO   4.0 eV
Energy relative to the best compared isomer or geometry (same formula, charge and spin)   63.61 kJ/mol
Kohn-Sham gap   0.28922 Eh

(7)
Entry from OMol25: a cluster of 2 separate species, CH3O3 in total in a non-equilibrium geometry (ωB97M-V/def2-TZVPD).

```
! RIJCOSX wB97M-V def2-TZVPD def2/J DEFGRID3
* xyz -1 1
O 0.612 1.179 -0.310
C 1.144 0.036 -0.373
O 0.575 -1.042 -0.649
H 2.232 -0.118 -0.183
H -1.033 0.482 0.179
H -1.734 -0.736 0.607
O -1.796 0.198 0.729
*
```

## Properties
E_LUMO   4.7 eV
Energy relative to the best compared isomer or geometry (same formula, charge and spin)   13.24 kJ/mol
Kohn-Sham gap   0.33453 Eh

(8)
Entry from OMol25: the ion CH3O3S with charge -1 in a non-equilibrium geometry (ωB97M-V/def2-TZVPD).

```
! RIJCOSX wB97M-V def2-TZVPD def2/J DEFGRID3
* xyz -1 1
C -0.690 0.185 0.589
O 1.152 1.091 -0.790
O 1.643 -1.063 0.334
O 0.084 -0.985 -1.592
S 0.691 -0.271 -0.519
H -1.239 -0.718 1.002
H -0.413 1.046 1.283
H -1.229 0.716 -0.308
*
```

## Properties
E_LUMO   4.3 eV
Energy relative to the best compared isomer or geometry (same formula, charge and spin)   20.94 kJ/mol
Kohn-Sham gap   0.33030 Eh
SMILES string   CS(=O)(=O)[O-]

(9)
Entry from OMol25: a cluster of 2 separate species, CH3O4 in total in a non-equilibrium geometry (ωB97M-V/def2-TZVPD).

```
! RIJCOSX wB97M-V def2-TZVPD def2/J DEFGRID3
* xyz 1 1
C -0.249 0.488 -0.896
O -0.152 -1.272 2.537
O 0.726 1.141 -0.575
O 0.027 -1.162 0.362
O -0.390 -0.680 1.516
H -0.503 -0.293 -1.624
H -1.014 0.817 -0.228
H 1.555 0.962 -1.093
*
```

## Properties
E_LUMO (alpha / beta)   -8.0 / -8.0 eV
Energy relative to the best compared isomer or geometry (same formula, charge and spin)   617.10 kJ/mol
Kohn-Sham gap (alpha / beta)   0.35517 / 0.35538 Eh

(10)
Entry from OMol25: a structure of composition CH3O4 in a non-equilibrium geometry (ωB97M-V/def2-TZVPD).

```
! RIJCOSX wB97M-V def2-TZVPD def2/J DEFGRID3
* xyz 1 1
C -0.945 0.324 -0.142
O 2.944 0.039 -0.095
O -1.013 -0.984 -0.052
O 0.935 0.654 -0.016
O 1.777 -0.277 0.103
H -1.458 0.948 0.633
H -0.798 0.658 -1.203
H -1.441 -1.361 0.773
*
```

## Properties
E_LUMO (alpha / beta)   -8.2 / -8.2 eV
Energy relative to the best compared isomer or geometry (same formula, charge and spin)   598.47 kJ/mol
Kohn-Sham gap (alpha / beta)   0.36009 / 0.36004 Eh

(11)
Entry from OMol25: a structure of composition CH3O4P in a non-equilibrium geometry (ωB97M-V/def2-TZVPD).

```
! RIJCOSX wB97M-V def2-TZVPD def2/J DEFGRID3
* xyz 0 1
C -1.249 0.120 -0.102
O 1.012 1.757 0.056
O 1.954 -1.280 0.006
O 1.359 -0.629 1.142
O 1.193 -0.597 -0.979
P 0.515 0.390 0.140
H -1.381 -0.837 0.280
H -1.734 0.923 0.515
H -1.669 0.153 -1.059
*
```

## Properties
E_LUMO   0.1 eV
Energy relative to the best compared isomer or geometry (same formula, charge and spin)   572.40 kJ/mol
Kohn-Sham gap   0.39582 Eh

(12)
Entry from OMol25: the ion CH3O4S with charge -1 in a non-equilibrium geometry (ωB97M-V/def2-TZVPD).

```
! RIJCOSX wB97M-V def2-TZVPD def2/J DEFGRID3
* xyz -1 1
C -0.018 -0.272 -0.077
O 2.445 -0.608 -1.179
O 1.886 1.495 -0.195
O 2.378 -0.415 1.283
O -0.640 1.062 0.106
S 1.885 0.057 -0.006
H -0.115 -0.675 -0.986
H -0.250 -0.873 0.853
H 0.178 1.470 -0.099
*
```

## Properties
E_LUMO   4.2 eV
Energy relative to the best compared isomer or geometry (same formula, charge and spin)   65.07 kJ/mol
Kohn-Sham gap   0.34688 Eh
SMILES string   O=S(=O)([O-])CO

(13)
Entry from OMol25: a cluster of 2 separate species, CH3O4Si in total in a non-equilibrium geometry (ωB97M-V/def2-TZVPD).

```
! RIJCOSX wB97M-V def2-TZVPD def2/J DEFGRID3
* xyz -1 1
C -0.196 -1.400 0.611
O 2.803 -0.135 0.297
O -0.371 -2.317 -0.205
O -0.613 -0.076 -0.073
O -3.316 1.172 -0.087
Si -1.808 0.995 -0.301
H 2.284 -0.801 0.700
H 2.320 0.333 -0.298
H -1.102 2.229 -0.644
*
```

## Properties
E_LUMO   3.8 eV
Energy relative to the best compared isomer or geometry (same formula, charge and spin)   286.28 kJ/mol
Kohn-Sham gap   0.29145 Eh

(14)
Entry from OMol25: the molecule CH3OP (ωB97M-V/def2-TZVPD).

```
! RIJCOSX wB97M-V def2-TZVPD def2/J DEFGRID3
* xyz 0 1
C 0.124 -0.484 -0.875
O -0.073 -0.470 0.420
P -0.288 0.316 1.843
H 0.183 -1.453 -1.334
H 0.232 0.430 -1.435
H -0.178 1.661 1.381
*
```

## Properties
E_LUMO (alpha / beta)   -0.5 / 0.4 eV
Energy relative to the best compared isomer or geometry (same formula, charge and spin)   252.85 kJ/mol
Kohn-Sham gap (alpha / beta)   0.26798 / 0.30573 Eh

(15)
Entry from OMol25: the molecule CH3OP in a non-equilibrium geometry (ωB97M-V/def2-TZVPD).

```
! RIJCOSX wB97M-V def2-TZVPD def2/J DEFGRID3
* xyz 0 1
C 0.479 -0.263 -0.245
O 0.959 -0.662 0.953
P 0.634 1.021 1.033
H -0.371 -0.751 -0.585
H -0.642 1.168 1.444
H 1.189 -0.111 -1.042
*
```

## Properties
E_LUMO   0.8 eV
Energy relative to the best compared isomer or geometry (same formula, charge and spin)   120.77 kJ/mol
Kohn-Sham gap   0.39049 Eh
SMILES string   C1OP1

(16)
Entry from OMol25: a structure of composition CH3OS (ωB97M-V/def2-TZVPD).

```
! RIJCOSX wB97M-V def2-TZVPD def2/J DEFGRID3
* xyz -1 1
S -0.746 -0.396 1.050
H -1.738 0.250 0.403
O 0.624 0.692 -1.517
C 0.972 0.044 -0.523
H 1.164 -1.044 -0.606
H 1.564 0.527 0.269
*
```

## Properties
E_LUMO   4.5 eV
Energy relative to the best compared isomer or geometry (same formula, charge and spin)   13.91 kJ/mol
Kohn-Sham gap   0.27588 Eh

(17)
Entry from OMol25: a cluster of 2 separate species, CH3P3 in total in a non-equilibrium geometry (ωB97M-V/def2-TZVPD).

```
! RIJCOSX wB97M-V def2-TZVPD def2/J DEFGRID3
* xyz 0 1
C 2.736 0.468 -0.824
P 2.832 -1.068 -0.681
P -1.639 1.325 -0.385
P -1.749 -0.564 0.412
H 2.371 1.475 -0.863
H -1.611 -0.449 1.848
H -2.941 -1.187 0.493
*
```

## Properties
E_LUMO (alpha / beta)   -1.6 / -1.6 eV
Energy relative to the best compared isomer or geometry (same formula, charge and spin)   250.59 kJ/mol
Kohn-Sham gap (alpha / beta)   0.24446 / 0.24496 Eh
SMILES string   P#[PH2].C#P

(18)
Entry from OMol25: the molecule CH3PS in a non-equilibrium geometry (ωB97M-V/def2-TZVPD).

```
! RIJCOSX wB97M-V def2-TZVPD def2/J DEFGRID3
* xyz 0 1
C -0.125 -0.351 -0.494
P 1.025 0.632 0.511
S -0.847 1.365 -0.001
H 0.064 -0.503 -1.507
H -0.777 -1.315 -0.217
H 0.659 0.172 1.710
*
```

## Properties
E_LUMO   0.7 eV
Energy relative to the best compared isomer or geometry (same formula, charge and spin)   43.13 kJ/mol
Kohn-Sham gap   0.35234 Eh
SMILES string   C1PS1

(19)
Entry from OMol25: a cluster of 2 separate species, CH3PS in total in a non-equilibrium geometry (ωB97M-V/def2-TZVPD).

```
! RIJCOSX wB97M-V def2-TZVPD def2/J DEFGRID3
* xyz 0 1
C -0.315 -0.813 0.432
P 0.712 -1.072 -1.075
S -1.239 -1.432 -1.031
H -0.223 -1.409 1.266
H -0.731 0.223 0.803
H 0.209 1.322 -1.909
*
```

## Properties
E_LUMO (alpha / beta)   -0.8 / -0.6 eV
Energy relative to the best compared isomer or geometry (same formula, charge and spin)   313.74 kJ/mol
Kohn-Sham gap (alpha / beta)   0.31571 / 0.26738 Eh

(20)
Entry from OMol25: the molecule CH4BBrO2 in a non-equilibrium geometry (ωB97M-V/def2-TZVPD).

```
! RIJCOSX wB97M-V def2-TZVPD def2/J DEFGRID3
* xyz 0 1
B -0.188 0.183 -0.199
C -0.175 -0.844 0.935
O -0.610 1.446 0.015
O 0.343 -0.297 -1.397
Br -1.839 -2.108 0.841
H 0.532 -1.733 0.663
H -0.339 -0.568 1.967
H -0.528 1.923 -0.796
H 0.280 0.425 -2.012
*
```

## Properties
E_LUMO   0.1 eV
Energy relative to the best compared isomer or geometry (same formula, charge and spin)   11.66 kJ/mol
Kohn-Sham gap   0.36768 Eh
SMILES string   OB(O)CBr